# 1
Below is 3 unconnected molecules or ions with the total composition C5H13N2O at a distorted geometry, with properties calculated with ωB97M-V with the def2-TZVPD basis set.

Each line ends with the natural charge from an NBO analysis.
Atoms and positions in Å:
N: -2.38 0.34 -1.87  -0.921
C: -1.31 0.55 -0.86  -0.039
C: -1.38 -0.57 0.36  -0.650
C: 0.04 0.58 -1.57  -0.251
N: -0.23 1.26 -2.81  -1.161
C: 2.12 0.10 2.22  -0.710
C: 1.96 -1.22 2.65  0.267
O: 2.80 -2.18 2.50  -0.793
H: -2.26 -0.65 -2.17  0.307
H: -1.97 0.83 -2.68  0.411
H: -1.39 1.56 -0.34  0.143
H: -2.33 -0.44 0.98  0.174
H: -1.53 -1.58 -0.21  0.168
H: -0.40 -0.50 0.77  0.245
H: 0.40 -0.48 -1.79  0.135
H: 0.81 1.18 -0.99  0.160
H: 0.18 2.25 -2.72  0.267
H: 1.42 0.73 2.72  0.160
H: 3.06 0.64 1.88  0.179
H: 1.01 -1.42 3.24  0.075
H: 1.42 -0.99 0.69  -0.167

The spin multiplicity is 2. Its HOMO-LUMO gap (alpha / beta) is 5.58 / 5.48 eV. The value obtained for the HOMO energy (alpha / beta) is 1.2483 / 1.1505 eV. The energy relative to the best compared isomer or geometry (same formula, charge and spin) is 315.4 kJ/mol. Its net charge is -2.

# 2
Below is a single C21H24N2O4 molecule, with properties calculated with ωB97M-V with the def2-TZVPD basis set.

Each line ends with the natural charge from an NBO analysis.
Atoms and positions in Å:
C: -2.10 1.92 3.13  -0.263
O: -2.06 0.71 2.40  -0.509
C: -1.70 0.75 1.08  0.244
C: -1.49 1.93 0.38  -0.274
C: -1.13 1.93 -0.95  -0.238
C: -1.00 0.73 -1.64  -0.061
C: -0.55 0.70 -3.08  -0.051
C: -1.71 0.39 -4.05  -0.394
C: -1.01 -0.28 -5.23  -0.412
C: 0.05 -1.13 -4.54  -0.203
N: 0.42 -0.35 -3.37  -0.453
C: 1.37 -0.84 -2.53  0.804
O: 1.92 -1.91 -2.74  -0.645
N: 1.71 0.01 -1.48  -0.625
C: 1.97 -0.42 -0.18  0.155
C: 2.44 -1.70 0.11  -0.218
C: 2.64 -2.07 1.43  -0.201
C: 2.38 -1.20 2.47  -0.210
C: 1.92 0.09 2.19  -0.185
C: 1.57 1.08 3.23  0.586
C: 1.82 0.69 4.67  -0.718
O: 1.09 2.16 2.95  -0.566
C: 1.73 0.46 0.86  -0.152
C: -1.24 -0.45 -0.96  -0.210
C: -1.56 -0.47 0.39  0.268
O: -1.73 -1.72 0.92  -0.501
C: -1.50 -1.94 2.29  -0.241
H: -2.35 1.63 4.15  0.195
H: -1.12 2.41 3.12  0.211
H: -2.87 2.59 2.75  0.172
H: -1.58 2.88 0.89  0.228
H: -0.95 2.87 -1.46  0.213
H: -0.11 1.68 -3.34  0.191
H: -2.39 -0.31 -3.57  0.211
H: -2.25 1.29 -4.33  0.222
H: -0.53 0.47 -5.86  0.203
H: -1.69 -0.87 -5.84  0.221
H: -0.36 -2.10 -4.23  0.195
H: 0.93 -1.32 -5.15  0.217
H: 1.31 0.93 -1.52  0.402
H: 2.63 -2.39 -0.70  0.258
H: 2.99 -3.07 1.64  0.216
H: 2.53 -1.53 3.49  0.212
H: 1.56 1.52 5.32  0.236
H: 2.87 0.43 4.81  0.233
H: 1.21 -0.17 4.93  0.232
H: 1.36 1.46 0.66  0.228
H: -1.13 -1.41 -1.45  0.223
H: -0.55 -1.49 2.61  0.178
H: -1.44 -3.03 2.40  0.188
H: -2.31 -1.56 2.91  0.188

The spin multiplicity is 1. Its HOMO-LUMO gap is 8.40 eV. Its SMILES is COc1ccc([C@@H]2CCCN2C(=O)Nc2cccc(C(C)=O)c2)cc1OC. The value obtained for the HOMO energy is -8.0662 eV. The energy relative to the best compared isomer or geometry (same formula, charge and spin) is 209.5 kJ/mol.

# 3
Below is a molecular structure, C42H31GeN6O2SeTi at a distorted geometry, with properties calculated with ωB97M-V with the def2-TZVPD basis set.

Each line ends with the Löwdin charge.
Atoms and positions in Å:
Ti: 0.18 0.29 -0.37  0.740
O: 0.42 4.05 -1.40  0.099
C: 0.61 2.89 -1.12  -0.449
N: -0.04 2.17 -0.12  -0.021
C: 0.05 2.73 1.18  -0.197
C: -0.22 4.04 1.53  -0.006
C: 0.03 4.47 2.83  -0.085
C: 0.55 3.60 3.78  -0.090
C: 0.85 2.29 3.43  -0.022
C: 0.61 1.86 2.14  -0.212
N: 0.96 0.59 1.59  0.102
C: 0.13 -0.40 1.70  -0.489
O: 0.21 -1.31 0.78  -0.152
C: -1.04 -0.29 2.64  -0.239
C: -1.01 -0.75 3.95  -0.005
C: -2.12 -0.50 4.75  -0.047
C: -3.19 0.20 4.21  -0.041
C: -3.10 0.64 2.90  -0.099
N: -2.05 0.40 2.13  0.121
C: 1.71 2.07 -1.71  -0.165
C: 2.62 2.57 -2.64  0.025
C: 3.76 1.85 -2.92  -0.034
C: 4.00 0.66 -2.23  -0.037
C: 3.05 0.21 -1.33  -0.135
N: 1.92 0.89 -1.08  -0.037
H: -0.61 4.72 0.79  0.110
H: -0.19 5.49 3.11  0.101
H: 0.75 3.94 4.78  0.099
H: 1.29 1.60 4.15  0.114
H: -0.15 -1.29 4.32  0.123
H: -2.14 -0.84 5.77  0.110
H: -4.07 0.42 4.80  0.106
H: -3.91 1.19 2.43  0.118
H: 2.41 3.52 -3.11  0.128
H: 4.48 2.21 -3.64  0.113
H: 4.90 0.09 -2.39  0.112
H: 3.19 -0.70 -0.77  0.120
Se: 0.68 -1.62 -2.58  1.227
N: -0.24 -0.09 -2.22  -0.381
C: -0.53 0.49 -3.40  -0.331
C: -1.27 1.68 -3.53  -0.006
C: -1.57 2.12 -4.80  -0.048
C: -1.15 1.39 -5.94  -0.067
C: -0.42 0.24 -5.84  -0.017
C: -0.09 -0.24 -4.55  -0.386
N: 0.60 -1.36 -4.33  -0.190
H: -1.60 2.22 -2.65  0.107
H: -2.14 3.03 -4.92  0.111
H: -1.44 1.75 -6.92  0.106
H: -0.11 -0.31 -6.71  0.116
C: -5.62 2.27 -1.78  -0.101
C: -5.80 0.93 -2.10  -0.088
C: -4.85 -0.01 -1.74  -0.136
C: -3.71 0.37 -1.03  -0.306
C: -3.54 1.72 -0.71  -0.142
C: -4.49 2.66 -1.08  -0.093
Ge: -2.33 -1.00 -0.51  1.032
C: -3.23 -2.14 0.88  -0.290
C: -4.61 -2.07 1.05  -0.103
C: -5.26 -2.89 1.97  -0.091
C: -4.53 -3.77 2.75  -0.104
C: -3.16 -3.85 2.60  -0.094
C: -2.52 -3.04 1.67  -0.135
C: -2.43 -2.28 -2.05  -0.342
C: -2.72 -1.84 -3.35  -0.148
C: -2.74 -2.72 -4.42  -0.088
C: -2.48 -4.07 -4.21  -0.096
C: -2.20 -4.53 -2.93  -0.093
C: -2.17 -3.64 -1.87  -0.128
H: -6.36 3.01 -2.07  0.097
H: -6.69 0.62 -2.65  0.099
H: -4.99 -1.05 -2.01  0.099
H: -2.65 2.02 -0.17  0.072
H: -4.34 3.71 -0.84  0.100
H: -5.19 -1.37 0.45  0.085
H: -6.34 -2.83 2.07  0.099
H: -5.04 -4.41 3.46  0.096
H: -2.58 -4.54 3.20  0.098
H: -1.44 -3.10 1.56  0.092
H: -2.94 -0.79 -3.52  0.093
H: -2.97 -2.35 -5.41  0.103
H: -2.49 -4.76 -5.05  0.098
H: -2.01 -5.58 -2.77  0.099
H: -1.95 -4.01 -0.87  0.092

The spin multiplicity is 2. Its HOMO-LUMO gap (alpha / beta) is 5.08 / 5.29 eV. The value obtained for the HOMO energy (alpha / beta) is -6.5368 / -6.6774 eV. The energy relative to the best compared isomer or geometry (same formula, charge and spin) is 327.3 kJ/mol.

# 4
Below is 5 unconnected molecules or ions with the total composition C5H20N10O5 at a distorted geometry, with properties calculated with ωB97M-V with the def2-TZVPD basis set.

Each line ends with the natural charge from an NBO analysis.
Atoms and positions in Å:
N: 6.72 -9.36 0.15  -0.820
C: 6.11 -8.57 -0.68  0.745
N: 4.86 -8.82 -0.63  -0.819
O: 6.72 -7.98 -1.56  -0.707
H: 7.72 -9.23 0.15  0.398
H: 6.35 -9.74 1.01  0.392
H: 4.29 -8.56 -1.42  0.403
H: 4.40 -9.23 0.17  0.404
N: 10.48 -8.33 0.68  -0.836
C: 11.31 -7.61 1.33  0.741
N: 11.50 -6.47 0.75  -0.838
O: 11.95 -8.00 2.29  -0.697
H: 10.25 -9.25 1.01  0.394
H: 10.13 -8.01 -0.21  0.411
H: 12.28 -5.88 1.01  0.402
H: 10.98 -6.37 -0.11  0.408
N: 5.13 -10.55 2.84  -0.846
C: 3.87 -10.91 2.80  0.741
N: 3.13 -9.96 3.33  -0.835
O: 3.43 -11.93 2.34  -0.643
H: 5.24 -9.62 3.21  0.374
H: 5.93 -11.14 2.71  0.422
H: 3.64 -9.20 3.76  0.376
H: 2.12 -10.06 3.28  0.420
N: 6.10 -11.52 -2.09  -0.839
C: 7.37 -11.91 -2.16  0.751
N: 8.16 -10.96 -2.48  -0.815
O: 7.80 -13.07 -1.78  -0.714
H: 5.51 -12.19 -1.64  0.406
H: 5.69 -10.60 -2.23  0.394
H: 9.16 -11.11 -2.36  0.412
H: 7.77 -10.05 -2.68  0.400
N: 7.95 -5.24 -2.50  -0.834
C: 9.18 -5.76 -2.47  0.774
N: 9.81 -5.33 -3.49  -0.821
O: 9.67 -6.43 -1.63  -0.698
H: 7.16 -5.55 -1.96  0.426
H: 7.90 -4.46 -3.14  0.383
H: 10.79 -5.44 -3.70  0.404
H: 9.28 -5.24 -4.35  0.382

The spin multiplicity is 1. Its HOMO-LUMO gap is 9.08 eV. Its SMILES is NC(N)=O.NC(N)=O.NC(N)=O.NC(N)=O.NC(N)=O. The value obtained for the HOMO energy is -9.0963 eV. The energy relative to the best compared isomer or geometry (same formula, charge and spin) is 322.2 kJ/mol.

# 5
Below is a molecular structure, C5H10BaN9SbSe4 at a distorted geometry, with properties calculated with ωB97M-V with the def2-TZVPD basis set.

Each line ends with the Löwdin charge.
Atoms and positions in Å:
Ba: -1.14 -0.74 -1.99  1.239
Se: -3.85 0.77 -1.21  -0.410
Se: -5.02 -0.97 -2.28  -0.271
Se: -4.48 -0.82 -4.55  -0.292
Se: -2.52 -2.07 -4.84  -0.420
N: 2.55 -1.92 -1.12  0.116
C: 2.46 -0.75 -1.84  -0.524
N: 3.53 -0.18 -2.40  -0.011
N: 3.04 0.92 -2.99  -0.139
N: 1.77 1.01 -2.80  -0.132
N: 1.35 -0.05 -2.05  -0.244
C: 1.55 -2.56 -0.45  -0.524
N: 1.78 -3.64 0.30  -0.006
N: 0.57 -3.96 0.78  -0.131
N: -0.32 -3.14 0.36  -0.129
N: 0.26 -2.22 -0.45  -0.252
H: 3.47 -2.32 -1.05  0.126
C: 0.70 3.23 2.21  -0.369
Sb: -0.38 1.77 1.01  1.214
C: 0.36 0.08 2.11  -0.352
C: -2.21 1.92 2.14  -0.370
H: 0.56 3.01 3.27  -0.009
H: 0.32 4.23 2.00  -0.017
H: 1.76 3.20 1.97  -0.012
H: 0.28 0.27 3.18  -0.004
H: 1.40 -0.11 1.85  -0.001
H: -0.21 -0.81 1.86  -0.020
H: -2.02 1.72 3.19  -0.006
H: -2.93 1.22 1.73  -0.045
H: -2.62 2.93 2.04  -0.007

The spin multiplicity is 1. Its HOMO-LUMO gap is 6.09 eV. The value obtained for the HOMO energy is -1.5710 eV. Its net charge is -2.

# 6
Below is a single C6H9N molecule at a distorted geometry, with properties calculated with ωB97M-V with the def2-TZVPD basis set.

Each line ends with the natural charge from an NBO analysis.
Atoms and positions in Å:
C: 1.62 -0.66 0.94  -0.602
C: 0.48 -0.19 0.07  -0.060
C: 0.59 0.71 -1.11  -0.417
C: -0.28 1.12 0.07  -0.257
C: -1.63 0.33 0.20  -0.107
N: -1.90 -0.57 -0.93  -0.597
C: -0.89 -0.91 0.07  -0.061
H: 1.26 -0.92 1.95  0.212
H: 2.38 0.11 1.06  0.216
H: 2.10 -1.56 0.53  0.215
H: 1.53 1.25 -1.18  0.228
H: 0.18 0.42 -2.07  0.211
H: -0.07 2.02 0.63  0.224
H: -2.49 0.60 0.79  0.209
H: -1.74 0.14 -1.62  0.371
H: -1.11 -1.79 0.67  0.216

The spin multiplicity is 1. Its HOMO-LUMO gap is 9.68 eV. Its SMILES is C[C@]12C[C@H]1[C@H]1N[C@H]12. The value obtained for the HOMO energy is -8.5946 eV. The energy relative to the best compared isomer or geometry (same formula, charge and spin) is 393.1 kJ/mol.

no.,electronic energy (a.u.)
1,-382.77722
2,-1225.11831
3,-7425.93110
4,-1126.37853
5,-10560.96130
6,-288.63234